Formula: C26H25Cl54F11NO3S
Source: the OMol25 dataset
Level of theory: the ωB97M-V functional and the def2-TZVPD basis

## Properties
Highest occupied orbital energy, eV: -11.8
Energy, hartree: -27632.9186

ORCA input file:
```
! RIJCOSX wB97M-V def2-TZVPD def2/J DEFGRID3
* xyz 1 1
O -8.511 -2.478 5.153
S -7.506 -3.134 4.378
O -6.177 -3.141 4.878
F -8.014 -4.528 3.999
C -7.530 -2.275 2.799
C -6.832 -2.981 1.653
O -5.442 -2.933 1.817
C -4.982 -1.611 1.767
C -3.452 -1.618 1.596
F -3.036 -0.410 1.171
F -3.203 -2.507 0.601
C -2.640 -2.103 2.814
F -3.188 -3.250 3.263
F -2.749 -1.202 3.820
C -1.113 -2.364 2.525
F -0.717 -1.755 1.415
F -0.393 -1.935 3.557
F -0.906 -3.673 2.392
C -5.517 -0.762 2.943
C -5.248 0.751 2.814
F -4.062 1.086 3.285
F -6.190 1.413 3.519
F -5.357 1.141 1.541
N -7.038 -0.894 3.056
H -8.586 -2.215 2.533
H -7.127 -2.507 0.708
H -7.137 -4.025 1.617
H -5.377 -1.171 0.839
H -5.110 -1.157 3.873
H -7.310 -0.600 4.001
H -7.471 -0.277 2.363
C -5.484 -7.588 4.767
Cl -5.392 -6.169 3.714
Cl -6.226 -7.164 6.310
Cl -6.358 -8.897 3.983
H -4.472 -7.926 4.956
C 0.749 -2.089 -2.271
Cl 1.436 -3.712 -2.159
Cl 0.488 -1.635 -3.951
Cl -0.758 -2.000 -1.359
H 1.451 -1.393 -1.831
C 0.429 2.320 -0.762
Cl 0.332 3.645 -1.917
Cl -0.956 1.231 -0.950
Cl 1.951 1.436 -0.905
H 0.385 2.737 0.236
C 3.836 0.270 2.448
Cl 3.210 -0.785 1.172
Cl 3.008 1.829 2.455
Cl 3.692 -0.501 4.021
H 4.887 0.442 2.256
C 2.782 2.082 -5.680
Cl 1.610 3.225 -6.349
Cl 2.413 1.728 -3.994
Cl 2.819 0.588 -6.615
H 3.762 2.538 -5.733
C 5.354 4.398 -0.626
Cl 5.762 5.980 0.050
Cl 5.957 3.115 0.422
Cl 3.619 4.252 -0.906
H 5.853 4.303 -1.580
C -1.490 -7.602 6.655
Cl -1.647 -6.339 5.430
Cl -2.830 -8.752 6.528
Cl 0.055 -8.426 6.520
H -1.545 -7.134 7.629
C -0.696 1.692 -8.938
Cl -2.313 2.389 -8.844
Cl -0.769 -0.042 -9.266
Cl 0.264 2.527 -10.160
H -0.213 1.830 -7.980
C -4.194 6.242 -9.908
Cl -4.337 7.513 -11.121
Cl -5.587 5.158 -9.968
Cl -2.695 5.336 -10.107
H -4.176 6.709 -8.933
C -2.474 6.848 -1.603
Cl -3.961 6.711 -0.663
Cl -1.078 6.504 -0.583
Cl -2.512 5.768 -2.999
H -2.391 7.864 -1.964
C 7.012 0.463 6.127
Cl 7.922 -1.042 6.164
Cl 6.824 1.036 4.462
Cl 5.443 0.272 6.912
H 7.573 1.211 6.673
C -3.696 4.715 4.175
Cl -3.447 5.245 5.836
Cl -5.411 4.787 3.744
Cl -2.731 5.661 3.050
H -3.378 3.684 4.102
C 8.964 3.024 -2.906
Cl 9.084 3.605 -1.244
Cl 7.300 3.110 -3.504
Cl 10.046 3.919 -3.967
H 9.262 1.984 -2.919
C 4.097 -0.845 -9.961
Cl 4.666 -2.073 -8.827
Cl 4.303 -1.382 -11.627
Cl 2.413 -0.431 -9.635
H 4.696 0.044 -9.818
C -3.009 -9.360 1.432
Cl -2.847 -8.775 3.092
Cl -4.677 -9.218 0.874
Cl -1.916 -8.488 0.360
H -2.736 -10.407 1.417
C 5.399 -3.078 -3.963
Cl 5.746 -2.412 -2.363
Cl 4.712 -1.845 -5.017
Cl 6.854 -3.774 -4.676
H 4.669 -3.868 -3.848
C 2.856 8.316 -0.908
Cl 2.945 9.777 -1.891
Cl 2.145 8.663 0.670
Cl 1.942 7.056 -1.735
H 3.862 7.951 -0.751
C 11.930 0.801 5.761
Cl 12.028 1.252 7.463
Cl 10.268 0.924 5.178
Cl 13.017 1.788 4.785
H 12.240 -0.231 5.668
*
```

Formula: C26H25F4NO2PS
Source: the OMol25 dataset
Level of theory: the ωB97M-V functional and the def2-TZVPD basis

## Properties
Highest occupied orbital energy, eV: -2.7
Energy, hartree: -2349.9037

ORCA input file:
```
! RIJCOSX wB97M-V def2-TZVPD def2/J DEFGRID3
* xyz -1 1
C -1.200 -6.742 -1.059
C 0.065 -7.025 -1.849
N 0.078 -6.395 -3.258
P 0.427 -4.628 -3.008
O 1.413 -4.352 -1.559
O -1.043 -3.679 -2.840
S 1.468 -4.096 -4.610
H -1.926 -7.657 -0.932
H -1.438 -5.649 -0.672
H 0.950 -7.669 -1.427
H 1.093 -3.453 -1.245
H -1.600 -3.760 -3.688
F 1.420 -1.897 0.413
C 0.354 -1.108 0.598
C 0.473 0.028 1.391
C -0.635 0.853 1.581
C -1.855 0.527 0.983
C -1.966 -0.618 0.193
C -0.855 -1.437 -0.005
H 1.427 0.261 1.855
H -0.550 1.748 2.192
H -2.721 1.169 1.134
H -2.917 -0.872 -0.268
H -0.921 -2.326 -0.624
F 1.665 1.544 3.732
C 1.332 1.256 4.997
C 1.784 0.072 5.570
C 1.442 -0.227 6.889
C 0.643 0.657 7.617
C 0.190 1.841 7.032
C 0.542 2.145 5.717
H 2.396 -0.607 4.986
H 1.796 -1.146 7.348
H 0.373 0.422 8.645
H -0.435 2.526 7.599
H 0.206 3.064 5.249
F -3.961 3.254 3.008
C -4.009 4.227 2.088
C -3.007 4.309 1.127
C -3.059 5.319 0.166
C -4.107 6.243 0.184
C -5.105 6.155 1.156
C -5.058 5.138 2.110
H -2.197 3.588 1.133
H -2.286 5.387 -0.595
H -4.145 7.033 -0.563
H -5.917 6.877 1.171
H -5.830 5.050 2.867
F 3.034 -2.574 -7.441
C 3.480 -1.518 -6.748
C 4.707 -1.595 -6.098
C 5.175 -0.495 -5.380
C 4.404 0.669 -5.312
C 3.172 0.735 -5.964
C 2.710 -0.362 -6.690
H 5.288 -2.510 -6.156
H 6.136 -0.542 -4.875
H 4.768 1.526 -4.748
H 2.573 1.640 -5.905
H 1.759 -0.324 -7.210
*
```

Formula: C26H25F6OSi
Source: the OMol25 dataset
Level of theory: the ωB97M-V functional and the def2-TZVPD basis

## Properties
Highest occupied orbital energy, eV: -11.6
Energy, hartree: -1969.2888

ORCA input file:
```
! RIJCOSX wB97M-V def2-TZVPD def2/J DEFGRID3
* xyz 1 1
C 4.236 -1.446 1.605
Si 2.979 -0.242 1.049
C 2.487 0.801 2.547
C 3.784 0.987 -0.152
C 1.232 -1.123 0.562
C 0.520 -1.238 1.750
O 1.144 -2.302 -0.321
C -0.145 -2.670 -0.615
C -1.236 -2.206 0.104
C -2.224 -3.095 0.485
C -2.268 -4.332 -0.162
C -1.372 -4.625 -1.199
C -0.339 -3.727 -1.530
H 5.253 -1.063 1.735
H 3.911 -1.855 2.559
H 4.234 -2.239 0.859
H 2.990 1.773 2.609
H 1.410 1.007 2.586
H 2.750 0.236 3.451
H 4.838 1.128 0.169
H 3.831 0.650 -1.200
H 3.330 1.995 -0.142
H -0.057 -2.133 1.980
H 0.783 -0.694 2.619
H -1.190 -1.199 0.526
H -2.946 -2.833 1.246
H -2.960 -5.077 0.225
H -1.438 -5.572 -1.720
H 0.281 -3.788 -2.387
F -3.168 0.169 -5.833
C -1.820 0.361 -5.605
F -1.148 -0.525 -6.406
F -1.535 1.619 -6.090
C -1.410 0.263 -4.145
C -0.363 -0.565 -3.743
C 0.223 -0.415 -2.492
C -0.371 0.314 -1.451
C 0.419 0.429 -0.118
C -0.258 1.509 0.728
C -1.558 1.239 1.145
C -2.171 1.894 2.198
C -1.545 3.036 2.697
C -2.190 3.709 3.871
F -1.539 3.455 5.055
F -2.194 5.065 3.700
F -3.480 3.296 4.055
C -0.331 3.486 2.183
C 0.301 2.748 1.173
C -1.474 1.137 -1.882
C -2.042 1.032 -3.167
H 0.054 -1.314 -4.411
H 1.177 -0.908 -2.267
H 1.385 0.858 -0.441
H -2.150 0.451 0.670
H -3.105 1.527 2.619
H 0.107 4.402 2.610
H 1.242 3.142 0.774
H -1.926 1.904 -1.246
H -2.950 1.565 -3.423
*
```